{
  "formula": "C22H22CuN3OS4",
  "method": "ωB97M-V/def2-TZVPD",
  "elements": ["Cu", "C", "S", "C", "S", "N", "N", "C", "C", "C", "C", "C", "C", "N", "H", "H", "H", "H", "H", "H", "H", "H", "O", "S", "C", "C", "C", "C", "C", "C", "C", "C", "C", "C", "C", "C", "C", "C", "H", "H", "H", "H", "H", "H", "H", "H", "H", "H", "H", "H", "H", "H", "S"],
  "xyz": [[0.08, -0.52, -0.07], [3.61, -1.73, 3.80], [3.80, -0.38, 2.62], [2.21, -0.45, 1.84], [2.22, -0.53, 0.07], [1.16, -0.45, 2.58], [0.03, -0.55, 1.83], [-1.17, -0.42, 2.37], [-2.24, -0.43, 1.44], [-3.61, -0.35, 1.78], [-4.55, -0.39, 0.79], [-4.15, -0.52, -0.56], [-2.80, -0.58, -0.83], [-1.86, -0.53, 0.12], [4.52, -1.78, 4.39], [3.47, -2.68, 3.27], [2.76, -1.53, 4.45], [-1.31, -0.29, 3.43], [-3.89, -0.25, 2.82], [-5.60, -0.33, 1.03], [-4.86, -0.56, -1.37], [-2.39, -0.66, -1.84], [-0.04, 2.07, 0.13], [0.83, 2.61, -0.96], [1.22, 4.32, -0.41], [1.78, 4.22, 0.98], [3.05, 3.71, 1.19], [3.53, 3.51, 2.48], [2.73, 3.83, 3.57], [1.46, 4.34, 3.37], [0.98, 4.53, 2.08], [-0.31, 3.01, -2.33], [-1.56, 3.71, -1.90], [-2.52, 3.01, -1.18], [-3.66, 3.65, -0.73], [-3.86, 5.00, -1.00], [-2.91, 5.70, -1.72], [-1.77, 5.06, -2.17], [0.32, 4.94, -0.44], [1.96, 4.70, -1.11], [3.67, 3.43, 0.34], [4.51, 3.09, 2.63], [3.09, 3.66, 4.58], [0.82, 4.57, 4.21], [-0.03, 4.88, 1.92], [-0.51, 2.01, -2.72], [0.26, 3.57, -3.08], [-2.36, 1.96, -0.96], [-4.40, 3.09, -0.16], [-4.76, 5.50, -0.65], [-3.06, 6.75, -1.94], [-1.02, 5.61, -2.73], [0.40, -0.53, -2.22]],
  "relative_energy_ev": 0.853,
  "orbital_gap_ev": [5.29, 6.63],
  "spin_multiplicity": 2,
  "max_force_ha_per_bohr": 0.00877,
  "charge": -1,
  "s_squared": 0.918
}